Record 1
A molecular structure, C37H46CoN6O2S5Se, computed with the ωB97M-V functional and the def2-TZVPD basis.

Calculated values
Net charge: 0
Relative energy (zero: lowest compared OMol25 entry of this formula, charge and spin), kcal/mol: 0.0
Max |F|, eV Å⁻¹: 0.6
Multiplicity: 2

Structure (XYZ):
```
98
Properties=species:S:1:pos:R:3:forces:R:3:lowdin_charge:R:1
Co 1.2767 -0.0287 -0.9060 0.206 -0.426 0.147 -0.06
C -0.1108 4.0291 4.1962 -0.003 -0.036 0.009 -0.03
C 0.8124 4.7098 3.1693 -0.058 0.016 0.068 -0.56
C 0.1178 5.9536 2.5961 0.016 0.003 -0.080 -0.05
C 2.0997 5.1461 3.8729 0.030 -0.022 -0.002 -0.06
C 1.0882 3.6979 2.0676 -0.071 0.070 -0.002 -0.15
C 2.2828 3.0037 1.9680 0.154 -0.012 -0.020 0.01
C 2.4347 2.0171 1.0083 0.103 0.035 -0.138 -0.13
N 1.4766 1.7021 0.1412 -0.062 -0.454 0.130 0.01
C 0.3307 2.3901 0.2044 -0.110 -0.037 -0.149 -0.22
C 0.1009 3.3735 1.1375 -0.085 0.206 0.045 0.04
C -0.7068 1.9360 -0.7497 0.198 0.249 0.235 -0.21
C -1.5792 2.7957 -1.3770 -0.156 0.202 0.083 0.05
C -2.5143 2.3046 -2.2864 0.046 0.076 0.006 -0.15
C -2.5330 0.9294 -2.4661 -0.124 -0.145 0.066 0.01
C -1.5973 0.1383 -1.8207 -0.096 -0.318 0.014 -0.12
N -0.6742 0.6253 -0.9983 0.177 -0.046 -0.601 0.04
C -3.4095 3.2609 -3.0586 -0.015 0.090 -0.029 -0.56
C -2.5201 4.0896 -4.0021 0.032 0.011 -0.033 -0.03
C -4.1334 4.2010 -2.0829 0.003 -0.027 0.065 -0.04
C -4.4536 2.5208 -3.8938 -0.024 -0.018 0.002 -0.06
H -0.3439 4.7247 5.0082 0.008 -0.053 -0.064 0.09
H 0.3724 3.1446 4.6224 -0.056 0.074 -0.036 0.09
H -1.0487 3.7060 3.7339 0.082 0.053 0.049 0.09
H 0.0149 6.7105 3.3775 -0.015 -0.054 -0.044 0.09
H -0.8846 5.7273 2.2235 0.084 0.026 0.023 0.08
H 0.6997 6.3854 1.7757 -0.049 -0.017 0.085 0.09
H 1.8698 5.9421 4.5833 0.015 -0.033 -0.004 0.09
H 2.8390 5.5289 3.1627 -0.061 -0.013 0.061 0.09
H 2.5480 4.3233 4.4357 -0.004 0.066 -0.054 0.09
H 3.1041 3.1893 2.6476 -0.073 -0.026 -0.071 0.11
H 3.3545 1.4512 0.9371 -0.034 -0.006 0.022 0.07
H -0.8713 3.8521 1.1578 0.079 -0.025 0.025 0.12
H -1.4920 3.8568 -1.1759 -0.037 -0.053 -0.031 0.12
H -3.2588 0.4526 -3.1123 0.098 0.026 0.028 0.11
H -1.5755 -0.9376 -1.9712 0.052 0.095 -0.061 0.07
H -1.6949 4.5658 -3.4654 -0.097 -0.021 -0.048 0.09
H -3.1154 4.8718 -4.4832 0.047 -0.074 0.028 0.09
H -2.0892 3.4578 -4.7853 -0.012 0.051 0.085 0.08
H -3.4345 4.8559 -1.5569 -0.060 -0.046 -0.033 0.08
H -4.6970 3.6329 -1.3370 0.031 0.051 -0.063 0.09
H -4.8339 4.8338 -2.6330 0.046 -0.016 0.031 0.09
H -3.9862 1.8590 -4.6279 -0.047 0.037 0.035 0.08
H -5.0552 3.2477 -4.4428 0.005 -0.031 0.017 0.09
H -5.1278 1.9296 -3.2671 0.048 0.030 -0.053 0.09
O 4.3236 -6.1218 -1.0683 -0.173 0.397 0.010 -0.07
C 3.7939 -5.0382 -1.0515 0.132 -0.370 -0.035 -1.02
S 4.3972 -3.6437 -0.1445 0.048 0.015 0.002 0.96
C 3.1338 -2.5221 -0.6191 0.351 0.178 0.232 -1.15
C 2.1767 -2.9865 -1.4211 -0.265 -0.198 -0.369 -1.18
S 0.7974 -2.0477 -1.9277 -0.023 0.430 0.258 0.60
S 2.3084 -4.6547 -1.9504 -0.023 -0.027 0.021 0.93
S 3.1827 -0.8828 -0.0240 -0.176 -0.019 -0.087 0.60
C -1.9428 -4.1918 0.4661 0.065 -0.030 0.014 -0.10
C -0.8887 -4.6505 1.4757 -0.129 0.170 -0.009 -0.22
C 0.3702 -3.7904 1.4425 -0.182 0.148 -0.012 -0.15
N 0.0981 -2.3975 1.8214 -0.059 -0.295 0.057 0.06
C 0.7038 -1.6333 2.7168 0.135 0.118 0.047 -0.87
S 0.3783 0.0010 2.9087 -0.009 -0.236 -0.104 0.64
N 1.6896 -2.2344 3.5046 0.029 -0.130 0.101 0.10
C 1.6628 -3.3891 4.2747 -0.090 0.131 -0.011 -0.43
O 2.6814 -3.8145 4.7730 -0.064 0.004 -0.075 0.10
C 0.3289 -4.0160 4.5397 0.051 0.065 0.173 -0.17
C 0.2591 -5.3992 4.6522 0.006 -0.089 0.027 -0.03
C -0.9415 -6.0069 4.9844 -0.032 0.050 0.009 -0.07
C -2.0693 -5.2290 5.2319 0.082 -0.044 -0.014 -0.08
C -1.9918 -3.8458 5.1461 -0.009 0.004 -0.033 -0.07
C -0.7947 -3.2366 4.7931 -0.025 0.072 0.039 -0.03
H -2.7464 -4.9267 0.3834 0.028 0.062 0.015 0.07
H -1.4958 -4.0575 -0.5238 -0.051 0.002 0.046 0.06
H -2.4013 -3.2432 0.7660 0.045 -0.058 -0.037 0.07
H -0.5912 -5.6788 1.2543 0.028 0.036 0.002 0.12
H -1.3070 -4.6415 2.4846 -0.011 -0.074 -0.057 0.08
H 0.7734 -3.7832 0.4340 0.097 0.049 -0.137 0.07
H 1.1274 -4.1979 2.0990 0.119 0.007 -0.008 0.11
H -0.5676 -1.8998 1.2535 -0.102 0.059 -0.120 0.11
H 2.5112 -1.6688 3.6435 0.080 0.112 0.041 0.14
H 1.1540 -5.9864 4.4815 -0.039 0.028 0.017 0.13
H -0.9963 -7.0854 5.0645 -0.008 0.029 -0.015 0.11
H -3.0049 -5.7032 5.5031 0.030 0.012 -0.013 0.10
H -2.8641 -3.2381 5.3563 0.050 -0.026 -0.011 0.11
H -0.7315 -2.1534 4.7413 -0.019 -0.098 -0.007 0.10
C -0.4273 0.4338 -5.4376 0.073 -0.130 0.043 -0.04
N 0.7852 -0.3502 -5.2699 -0.193 -0.033 -0.141 -0.12
C 1.0903 -1.4889 -6.0044 -0.227 0.236 0.075 -0.04
C 2.3091 -1.8891 -5.6079 0.210 -0.005 0.171 -0.04
N 2.7377 -0.9941 -4.6442 0.398 -0.169 0.079 -0.11
C 4.0345 -1.0717 -3.9690 -0.179 -0.056 -0.120 -0.01
C 1.7964 -0.0592 -4.4217 0.026 -0.137 -0.087 -0.71
Se 1.8942 1.3270 -3.1880 -0.155 0.181 -0.007 0.71
H -0.4351 0.9111 -6.4162 0.025 0.013 -0.041 0.10
H -0.4455 1.1946 -4.6633 0.018 0.027 0.053 0.03
H -1.3002 -0.2106 -5.3405 0.012 -0.027 0.017 0.09
H 0.4075 -1.9126 -6.7241 0.076 0.097 0.101 0.13
H 2.9003 -2.7400 -5.9057 -0.027 0.113 0.053 0.13
H 4.8336 -0.9815 -4.7041 -0.039 0.014 -0.018 0.10
H 4.1195 -2.0194 -3.4455 -0.060 -0.094 0.069 0.09
H 4.1008 -0.2616 -3.2507 -0.060 0.026 0.046 0.04
```
Positions in Å, forces in eV/Å.

---

Record 2
A molecular structure, C29H28IN2OP2PtS in a non-equilibrium geometry, computed with the ωB97M-V functional and the def2-TZVPD basis.

Calculated values
Net charge: +1
Relative energy (zero: lowest compared OMol25 entry of this formula, charge and spin), kcal/mol: 26.2
Max |F|, eV Å⁻¹: 2.2

Structure (XYZ):
```
65
Properties=species:S:1:pos:R:3:forces:R:3:lowdin_charge:R:1
Pt -0.9348 -0.1986 -0.8688 0.461 1.009 -1.025 0.59
C 0.8443 1.1470 1.6433 -0.069 0.042 -0.003 -0.34
C 1.7973 1.3438 0.4648 0.042 0.118 -0.139 -0.36
P 1.4544 0.1857 -0.9158 -0.135 -1.649 1.443 0.97
C 3.0463 0.0406 -1.7984 -0.356 0.789 -0.638 -0.33
C 3.6851 1.2310 -2.1567 -0.012 -0.003 -0.007 -0.10
C 4.9373 1.2044 -2.7463 -0.004 0.009 -0.019 -0.07
C 5.5490 -0.0134 -3.0089 0.000 -0.005 0.011 -0.06
C 4.9022 -1.1970 -2.6875 -0.007 -0.002 -0.016 -0.06
C 3.6501 -1.1789 -2.0899 -0.003 0.003 0.011 -0.07
C 1.4271 -1.5002 -0.1624 0.162 -0.143 0.079 -0.42
C 1.9100 -1.8162 1.1048 0.071 0.111 -0.043 -0.09
C 1.7361 -3.0874 1.6340 0.007 -0.025 -0.001 -0.06
C 1.0988 -4.0709 0.8935 0.005 0.015 0.003 -0.06
C 0.6699 -3.7911 -0.3969 0.010 0.006 -0.008 -0.06
C 0.8333 -2.5194 -0.9246 0.122 -0.007 0.016 -0.15
P -0.8598 0.5402 1.2357 -0.010 -0.009 0.044 0.87
C -1.9332 1.9814 1.4813 -0.045 -0.050 0.040 -0.34
C -1.9543 2.6219 2.7220 0.000 0.010 -0.009 -0.08
C -2.7763 3.7161 2.9270 0.005 0.005 0.008 -0.06
C -3.5902 4.1786 1.8999 0.000 -0.005 -0.002 -0.06
C -3.5797 3.5439 0.6687 0.012 0.006 0.005 -0.06
C -2.7530 2.4485 0.4595 0.001 0.008 -0.017 -0.11
C -1.1984 -0.6205 2.5913 0.007 -0.027 -0.049 -0.33
C -1.9953 -1.7422 2.3837 0.037 -0.016 -0.014 -0.10
C -2.2557 -2.6223 3.4236 0.003 -0.009 0.005 -0.06
C -1.7224 -2.3923 4.6817 0.000 0.003 -0.010 -0.06
C -0.9257 -1.2768 4.8999 0.004 0.000 -0.001 -0.06
C -0.6639 -0.3972 3.8628 -0.019 0.023 0.010 -0.10
H 0.7197 2.0844 2.1867 0.029 0.010 -0.016 0.09
H 1.2669 0.4257 2.3355 -0.031 -0.013 -0.002 0.06
H 2.8367 1.2352 0.7792 -0.008 -0.015 0.024 0.10
H 1.6958 2.3519 0.0565 -0.005 -0.010 -0.014 0.09
H 3.2099 2.1868 -1.9665 0.011 0.002 0.009 0.10
H 5.4305 2.1310 -3.0070 0.004 0.000 0.009 0.11
H 6.5287 -0.0396 -3.4665 -0.004 0.000 -0.009 0.11
H 5.3722 -2.1475 -2.9014 0.003 0.000 0.004 0.11
H 3.1678 -2.1133 -1.8460 0.000 -0.004 0.032 0.10
H 2.4521 -1.0796 1.6834 -0.014 -0.002 0.016 0.10
H 2.1078 -3.3086 2.6260 0.004 -0.001 -0.002 0.11
H 0.9602 -5.0598 1.3095 -0.009 0.003 0.004 0.11
H 0.2036 -4.5616 -0.9964 0.018 -0.006 -0.006 0.12
H 0.5496 -2.3358 -1.9564 -0.148 0.047 0.059 0.10
H -1.3423 2.2640 3.5407 -0.006 -0.002 0.002 0.10
H -2.7895 4.2038 3.8925 0.001 0.002 -0.001 0.11
H -4.2380 5.0289 2.0662 0.000 0.001 0.000 0.11
H -4.2219 3.8864 -0.1317 0.002 0.003 0.001 0.12
H -2.7736 1.9467 -0.4974 0.019 0.015 0.000 0.03
H -2.4182 -1.9428 1.4118 0.016 -0.023 -0.013 0.02
H -2.8768 -3.4899 3.2452 0.001 0.000 -0.001 0.11
H -1.9251 -3.0798 5.4919 0.000 0.000 0.000 0.11
H -0.5049 -1.0907 5.8791 -0.004 0.003 0.001 0.11
H -0.0384 0.4635 4.0632 0.009 -0.007 -0.008 0.10
S -3.1397 -0.9314 -0.7506 -0.064 0.001 0.209 0.59
C -3.7851 0.1409 -1.8772 -0.025 -0.015 -0.161 -0.81
N -4.2137 0.8802 -2.6555 0.017 0.040 0.033 0.09
N -1.2608 1.6984 -3.5023 0.041 -0.005 -0.001 0.19
C -1.2258 0.4148 -3.8304 0.074 -0.005 -0.071 -0.63
O -0.9917 -0.4964 -3.0104 -0.154 -0.234 0.194 -0.19
C -1.3653 0.0250 -5.2753 0.022 0.039 -0.014 -0.55
I -2.9898 0.9609 -6.2809 0.023 -0.010 0.017 0.86
H -1.2376 1.9474 -2.5239 -0.039 0.005 -0.001 0.09
H -1.6032 2.3738 -4.1685 -0.052 -0.002 0.020 0.08
H -1.4936 -1.0491 -5.3329 -0.031 0.002 0.002 0.06
H -0.4651 0.3177 -5.8118 0.013 -0.025 0.009 0.06
```
Positions in Å, forces in eV/Å.

---

Record 3
2 unconnected molecules or ions with the total composition C8H7N5O2 in a non-equilibrium geometry, computed with the ωB97M-V functional and the def2-TZVPD basis.

Calculated values
Net charge: 0
Relative energy (zero: lowest compared OMol25 entry of this formula, charge and spin), kcal/mol: 121.5
Max |F|, eV Å⁻¹: 4.0

Structure (XYZ):
```
22
Properties=species:S:1:pos:R:3:forces:R:3:lowdin_charge:R:1
C -0.3990 1.1266 -2.4438 1.108 -0.597 -1.119 -0.10
C 0.9774 0.7384 -2.3431 0.325 0.219 -0.823 -0.04
C -1.3213 0.6964 -1.5035 -2.700 1.532 -1.862 -0.12
C 1.4055 0.0890 -1.1447 -2.272 1.953 -1.022 -0.07
C -0.9252 0.1296 -0.3254 1.101 0.729 -1.133 -0.09
C -0.7399 -0.8303 4.6787 -0.590 -3.752 -1.318 -0.21
C 0.4165 0.0500 -0.2286 0.471 -1.728 1.364 0.04
C 1.6627 -0.9536 2.2808 -0.749 0.131 -0.200 0.04
N -0.2661 0.3818 4.7525 0.201 1.527 0.808 0.04
N -0.1335 -1.5716 3.7401 0.258 0.162 0.183 0.13
N 0.6824 0.4587 3.8986 0.822 1.828 -0.255 0.07
N 0.7839 -0.6961 3.2751 -1.943 0.055 1.670 -0.15
N 2.5556 0.0212 1.8857 1.371 1.352 -0.705 -0.40
O 2.5885 1.1400 2.3609 -0.189 -0.208 0.005 0.08
O 3.3165 -0.3395 0.9844 0.402 -0.560 -0.085 0.02
H -0.8440 1.6502 -3.3180 0.925 -0.492 0.516 0.11
H 1.7287 0.8962 -3.2079 -1.447 -0.105 1.588 0.13
H -2.4422 0.9033 -1.8042 2.250 -0.568 1.097 0.15
H 2.3451 -0.1814 -0.7970 2.012 -0.424 -0.274 0.06
H -1.6057 -0.1639 0.3690 -1.680 -0.806 2.118 0.08
H -1.5221 -1.3409 5.2378 0.147 0.761 0.080 0.11
H 1.9492 -1.9568 2.1729 0.174 -1.009 -0.631 0.14
```
Positions in Å, forces in eV/Å.